{"formula": "C13H15NO3S", "method": "the ωB97M-V functional and the def2-TZVPD basis", "max_force_ha_per_bohr": 0.0253, "smiles": "CCCCOC(=O)CSc1nc2ccccc2o1", "total_energy_ha": -1183.0547, "orbital_gap_ev": 9.14, "homo_ev": -8.4, "de_lowest_kj_mol": 3.5, "elements": ["C", "C", "C", "C", "O", "C", "O", "C", "S", "C", "N", "C", "C", "C", "C", "C", "C", "O", "H", "H", "H", "H", "H", "H", "H", "H", "H", "H", "H", "H", "H", "H", "H"], "coordinates": [[-4.010630, -2.560267, 0.088502], [-3.366980, -1.461227, 0.925476], [-4.069678, -0.110361, 0.781686], [-3.857875, 0.529223, -0.588482], [-2.469108, 0.739901, -0.853644], [-1.906495, 1.832212, -0.357703], [-2.477498, 2.691832, 0.257844], [-0.429009, 1.893048, -0.685117], [0.142947, 0.374357, -1.514525], [1.753948, 0.351667, -0.889565], [2.254298, 1.171070, -0.023791], [3.548169, 0.731445, 0.158710], [4.574169, 1.203709, 0.963366], [5.775954, 0.524312, 0.912546], [5.959961, -0.587352, 0.092398], [4.946581, -1.072743, -0.716381], [3.746464, -0.394404, -0.665264], [2.577997, -0.624389, -1.333292], [-3.526441, -3.513228, 0.287286], [-5.067246, -2.655888, 0.330194], [-3.915025, -2.351089, -0.973557], [-3.395179, -1.752819, 1.977455], [-2.319607, -1.352365, 0.637216], [-3.691731, 0.578963, 1.539647], [-5.143115, -0.229247, 0.938491], [-4.204027, -0.120723, -1.392624], [-4.376906, 1.491964, -0.635877], [-0.242318, 2.747059, -1.338101], [0.162949, 2.015083, 0.222997], [4.427818, 2.063503, 1.595846], [6.598594, 0.862238, 1.524677], [6.918200, -1.083837, 0.086818], [5.080804, -1.931663, -1.353232]], "atomic_forces_ev_per_a": [[0.1794, 0.1113, 0.1556], [-0.2240, 0.0349, -0.0199], [0.4376, 0.0029, -0.2168], [-0.6677, 0.1221, 0.3293], [-0.0470, -0.3600, -0.2209], [0.3568, 0.3466, 0.0948], [-0.0024, -0.0283, 0.0008], [0.1532, -0.2211, -0.1099], [-0.1697, -0.1695, -0.1724], [0.1019, 0.7459, 0.5498], [-0.5371, 0.0775, -0.2002], [0.4542, -0.8453, -0.4758], [-0.1879, -0.0673, -0.1331], [0.1482, 0.0212, 0.0775], [0.0688, -0.0067, 0.0234], [-0.3610, -0.1214, -0.2432], [0.5756, 0.7763, 0.8722], [-0.1714, -0.2611, -0.2949], [-0.0087, -0.1274, -0.0619], [-0.1291, -0.0528, -0.0167], [-0.0376, -0.0447, -0.1584], [0.0938, 0.0092, -0.0009], [0.0612, -0.0084, 0.1115], [-0.1125, 0.0500, -0.0056], [-0.0665, 0.0485, 0.0231], [0.0412, 0.0906, 0.0323], [0.0650, -0.1692, -0.0804], [-0.0491, -0.0002, 0.1370], [-0.1621, 0.0737, -0.0568], [-0.0105, 0.1114, 0.0848], [0.0749, 0.0220, 0.0484], [0.0754, -0.0469, -0.0061], [0.0569, -0.1136, -0.0666]], "lowdin_charge": [-0.1065, -0.2550, -0.1749, -0.1546, -0.0710, -0.5621, 0.1213, -0.3067, 1.0616, -0.6647, 0.1333, -0.2192, -0.0104, -0.0932, -0.0909, -0.0022, -0.1986, 0.0712, 0.0700, 0.0735, 0.0654, 0.1069, 0.1026, 0.1139, 0.1189, 0.1243, 0.1287, 0.1027, 0.0867, 0.1116, 0.1004, 0.1010, 0.1160]}

---

{"formula": "C13H15NSnTe", "method": "the ωB97M-V functional and the def2-TZVPD basis", "max_force_ha_per_bohr": 0.0504, "total_energy_ha": -1041.3299, "orbital_gap_ev": 7.48, "homo_ev": -7.7, "de_lowest_kj_mol": 0.0, "elements": ["C", "C", "C", "C", "C", "Sn", "N", "C", "C", "H", "H", "H", "H", "H", "H", "H", "H", "H", "H", "Te", "C", "C", "C", "C", "C", "C", "H", "H", "H", "H", "H"], "coordinates": [[-0.490429, 1.178053, -3.833462], [0.898555, 1.297954, -3.570439], [1.083098, 1.867224, -2.288854], [-0.220654, 2.104393, -1.714874], [-1.210587, 1.659041, -2.695470], [-0.562519, -0.184149, -1.172827], [-1.765834, -1.673643, -2.004698], [-0.503644, -2.623366, -1.977381], [0.741629, -1.814994, -1.731216], [2.027035, 2.172410, -1.840363], [1.691695, 1.057601, -4.275612], [-0.446454, 2.693697, -0.826271], [-2.281922, 1.852114, -2.625840], [-0.938469, 0.855036, -4.772108], [1.289150, -1.577317, -2.643766], [-0.611872, -3.476364, -1.271755], [-2.478308, -2.098350, -1.405529], [1.370272, -2.172171, -0.917647], [-0.466174, -3.104221, -2.979512], [-1.963542, 0.516015, 1.118745], [-0.539899, 0.320449, 2.670650], [-0.865386, 0.941000, 3.898858], [-0.020979, 0.757310, 5.001600], [1.143165, -0.016994, 4.879759], [1.475324, -0.603201, 3.650185], [0.640772, -0.438054, 2.534041], [-1.775883, 1.537415, 3.964032], [-0.272557, 1.217125, 5.958559], [1.792926, -0.161870, 5.745187], [2.388189, -1.194373, 3.560137], [0.873313, -0.887774, 1.565865]], "atomic_forces_ev_per_a": [[0.1090, 0.4750, 0.6381], [-0.3884, 0.5801, 0.2602], [-0.6693, 0.1403, -0.4351], [0.6756, -0.3899, -0.4732], [0.6778, -0.2487, -0.4872], [-0.9754, 0.6667, 0.0658], [1.9160, -1.1774, 0.5719], [-2.0417, -1.0812, -1.1775], [0.0323, 0.7044, 0.2616], [-0.2888, -0.2707, -0.0576], [-0.2034, -0.0801, 0.2741], [0.1255, -0.2981, -0.2713], [0.3556, -0.2194, -0.0070], [0.1212, -0.1139, 0.4240], [0.1246, 0.0458, 0.2966], [-0.0539, 0.7579, -0.1039], [0.1105, 0.3580, -0.1762], [0.1351, 0.0531, -0.2068], [0.0966, 0.2924, 0.4933], [0.1338, -0.1804, 0.1461], [0.3183, 0.0336, 0.4244], [0.6254, -0.6039, -0.3786], [0.0597, -0.1333, -0.3469], [-0.2314, 0.0606, -0.2809], [-0.2554, 0.1970, -0.0789], [-0.4768, 0.4423, 0.6213], [0.2727, -0.1310, 0.1352], [0.0813, -0.1210, -0.2664], [-0.2006, 0.0520, -0.2881], [-0.2523, 0.1636, 0.0236], [0.0666, 0.0261, 0.3992]], "lowdin_charge": [-0.1416, -0.1586, -0.1701, -0.3150, -0.2389, 0.9836, -0.2115, -0.4018, -0.2481, 0.1004, 0.0985, 0.0828, 0.1093, 0.1036, 0.0510, 0.1013, 0.0066, 0.0437, 0.0939, 0.9008, -0.6468, -0.1671, -0.0914, -0.0962, -0.0912, -0.1531, 0.0838, 0.1027, 0.1005, 0.1024, 0.0663]}

---

{"formula": "C13H16", "method": "the ωB97M-V functional and the def2-TZVPD basis", "max_force_ha_per_bohr": 0.0822, "smiles": "C[C@H]1[C@@H]2C(C)(C)[C@@]21c1ccccc1", "total_energy_ha": -504.8049, "orbital_gap_ev": 8.64, "homo_ev": -7.7, "de_lowest_kj_mol": 291.4, "elements": ["C", "C", "C", "C", "C", "C", "C", "C", "C", "C", "C", "C", "C", "H", "H", "H", "H", "H", "H", "H", "H", "H", "H", "H", "H", "H", "H", "H", "H"], "coordinates": [[-1.003157, -2.820214, -0.160120], [-1.597279, -1.467448, -0.406438], [-1.693382, -0.520484, 0.697010], [-1.627471, 0.866037, 0.188720], [-1.240366, 1.818823, 1.348975], [-2.458270, 1.517981, -0.846566], [-0.498547, -0.045315, -0.140090], [0.928972, 0.063170, -0.214426], [1.686340, -0.897277, 0.502449], [3.076978, -0.889592, 0.463093], [3.707394, 0.073084, -0.311136], [2.963475, 1.042745, -0.950781], [1.621623, 1.068085, -0.899873], [-1.134324, -3.622600, -0.831615], [-1.325314, -3.063635, 0.833868], [0.101349, -2.685531, -0.148711], [-1.957936, -1.445630, -1.406092], [-2.017690, -0.691131, 1.783610], [-0.233489, 2.181662, 1.237128], [-1.189174, 1.172881, 2.107102], [-1.903681, 2.691912, 1.392338], [-2.743597, 0.998788, -1.762553], [-1.918008, 2.377609, -1.134300], [-3.449918, 1.808587, -0.432427], [1.180098, -1.559694, 1.167759], [3.484760, -1.535669, 1.208049], [4.776610, -0.091614, -0.366641], [3.384450, 1.721881, -1.699043], [1.079561, 1.932594, -1.219300]], "atomic_forces_ev_per_a": [[1.7942, 1.4351, 1.4246], [2.4173, 1.1746, -0.7998], [-0.7309, -0.3033, 1.0933], [1.1063, 0.4043, -0.4215], [-0.3553, 1.6613, -3.7756], [-2.2237, -0.2688, -0.1047], [-2.9106, -1.5075, 0.1562], [0.7568, -1.3994, 1.4446], [0.2590, 1.1277, -0.7726], [-2.0032, 0.7269, 0.2975], [0.9096, -1.3883, 0.5281], [1.9678, 0.2619, -1.5590], [-2.3340, -0.4757, 1.1778], [-0.9141, -0.5591, -0.9901], [0.1231, -0.8461, 0.6146], [-0.4880, -0.2780, 0.2585], [-1.2762, 1.0026, -0.4005], [1.0069, -0.2082, -1.5489], [0.4981, 0.3644, -0.3583], [-0.2450, -1.6457, 3.8850], [-0.0166, -0.5135, 0.5380], [0.5399, -0.5679, 0.1207], [0.3359, 1.3041, -0.5050], [0.6100, 0.2083, -0.0264], [-0.2668, -0.3581, 0.2691], [1.1699, -0.4356, -0.1764], [0.1340, 0.8549, -0.3474], [0.4612, 0.0340, 0.7464], [-0.3259, 0.1950, -0.7679]], "lowdin_charge": [-0.0660, -0.1215, -0.1380, -0.4603, 0.0055, -0.0407, -0.0974, -0.1666, -0.0356, -0.0803, -0.0925, -0.1085, -0.0467, 0.0611, 0.0747, 0.0714, 0.1083, 0.1706, 0.0782, 0.0255, 0.0952, 0.0813, 0.0656, 0.0954, 0.0971, 0.0968, 0.1000, 0.1141, 0.1133]}